The following is a quantum chemistry calculation of the molecule C6H9N4OP, from the Open Molecules 2025 dataset.

```
! RIJCOSX wB97M-V def2-TZVPD def2/J DEFGRID3
* xyz 0 1
C 3.6244 -1.2540 0.0469
C 3.3052 -0.1015 -0.5051
C 2.5209 0.9699 0.2106
C 1.0178 0.8203 0.1982
N 0.4757 -0.2778 -0.3239
N -0.8359 -0.3823 -0.2784
C -1.5207 0.6091 0.2904
P -3.3647 0.4854 0.4574
C -3.5301 -1.3176 0.2224
O -3.9134 1.1214 -0.9630
N -0.9744 1.7282 0.7805
N 0.3276 1.8369 0.7288
H 3.1223 -1.5940 0.9478
H 4.3761 -1.9028 -0.3852
H 3.6231 0.1109 -1.5205
H 2.8093 0.9484 1.2656
H 2.7597 1.9642 -0.1678
H -4.5390 -1.6279 0.4843
H -3.2433 -1.6304 -0.7820
H -2.8166 -1.7746 0.9153
H -3.2240 1.2682 -1.6221
*
```

For the HOMO energy, the calculation gives -9.052 eV. The molar mass comes out at 184.14 Da. As for the electronic energy: -869.552909 Eh. Its SMILES is C=CCc1nnc(P(C)O)nn1. The calculation puts the gap between HOMO and LUMO at 8.15 eV.